{
  "formula": "C17H27B2BrIN2O4",
  "method": "ωB97M-V with the def2-TZVPD basis set",
  "spin_multiplicity": 1,
  "charge": -1,
  "homo_energy_ev": -4.587,
  "elements": ["C", "C", "C", "C", "C", "C", "O", "B", "C", "C", "C", "I", "N", "C", "C", "O", "C", "Br", "B", "O", "O", "H", "H", "H", "H", "H", "H", "H", "H", "H", "H", "H", "H", "H", "H", "H", "H", "H", "H", "H", "H", "H", "H", "N", "C", "C", "C", "C", "C", "H", "H", "H", "H", "H"],
  "positions_angstrom": [[-0.954, 0.436, 3.299], [-0.563, 0.798, 2.078], [-1.020, 0.080, 0.846], [0.004, -0.825, 0.107], [-0.794, -1.733, -0.845], [-0.529, -3.006, -1.229], [0.782, -0.135, -0.837], [1.980, 0.441, -0.116], [3.367, 0.171, -0.916], [4.586, 0.414, 0.010], [5.406, -0.834, 0.359], [5.191, -1.509, 2.396], [1.879, 1.955, 0.185], [0.961, 2.754, -0.600], [1.359, 2.824, -2.070], [1.943, -0.345, 1.193], [1.086, -1.371, 1.073], [2.220, -2.932, 0.212], [0.695, -2.085, 2.445], [1.218, -1.668, 3.653], [-0.189, -3.131, 2.435], [-1.834, -0.183, 3.445], [-0.375, 0.719, 4.169], [0.103, 1.644, 1.986], [-1.831, -0.587, 1.166], [-1.470, 0.776, 0.134], [-1.687, -1.242, -1.234], [-0.347, -3.214, -2.285], [-0.527, -3.879, -0.586], [3.412, -0.835, -1.341], [3.462, 0.876, -1.747], [5.279, 1.097, -0.490], [4.285, 0.909, 0.934], [6.470, -0.623, 0.326], [5.177, -1.687, -0.273], [1.751, 2.141, 1.169], [-0.093, 2.433, -0.539], [0.981, 3.780, -0.208], [2.436, 2.979, -2.158], [0.862, 3.662, -2.566], [1.104, 1.899, -2.588], [1.926, -2.249, 3.948], [-0.451, -3.338, 1.530], [-4.486, -0.800, -0.757], [-4.646, -0.788, -2.077], [-5.262, 0.245, -2.768], [-5.743, 1.326, -2.047], [-5.586, 1.328, -0.671], [-4.952, 0.246, -0.078], [-4.256, -1.651, -2.607], [-5.358, 0.200, -3.845], [-6.229, 2.153, -2.549], [-5.943, 2.150, -0.065], [-4.803, 0.211, 0.996]]
}

{
  "formula": "C17H27FN3O3OsS",
  "method": "ωB97M-V with the def2-TZVPD basis set",
  "spin_multiplicity": 1,
  "relative_energy_kcal_mol": 0.0,
  "charge": 1,
  "homo_energy_ev": [-11.451, -11.451],
  "elements": ["Os", "C", "C", "C", "C", "C", "C", "N", "H", "H", "H", "H", "H", "H", "H", "H", "F", "C", "N", "C", "C", "C", "O", "N", "C", "O", "H", "H", "H", "H", "H", "C", "C", "C", "S", "O", "C", "C", "C", "H", "H", "H", "H", "H", "H", "H", "H", "H", "H", "H", "H", "H", "H"],
  "positions_angstrom": [[1.223, 0.441, -0.232], [2.544, 2.202, 1.192], [3.602, 1.345, 0.571], [4.938, 1.245, 0.566], [5.271, 0.171, -0.371], [4.137, -0.342, -0.895], [3.928, -1.440, -1.877], [3.069, 0.375, -0.323], [2.799, 2.521, 2.200], [1.582, 1.625, 1.378], [2.306, 3.072, 0.581], [5.642, 1.833, 1.132], [6.271, -0.161, -0.605], [4.891, -1.760, -2.268], [3.304, -1.114, -2.709], [3.446, -2.306, -1.417], [0.856, 1.970, -1.323], [0.468, -4.064, 3.044], [0.527, -3.345, 1.769], [0.247, -3.956, 0.595], [0.272, -3.325, -0.610], [0.629, -1.963, -0.553], [0.745, -1.113, -1.508], [0.915, -1.363, 0.616], [0.858, -1.979, 1.846], [1.077, -1.432, 2.896], [0.397, -5.129, 2.839], [-0.395, -3.736, 3.621], [1.367, -3.854, 3.616], [-0.004, -5.006, 0.670], [0.049, -3.829, -1.535], [-4.600, 0.463, -2.599], [-4.170, -0.440, -1.449], [-3.418, 0.319, -0.361], [-1.822, 0.901, -0.993], [-0.862, 0.625, 0.196], [-2.038, 2.701, -1.036], [-1.751, 3.406, 0.284], [-2.702, 3.083, 1.429], [-5.154, -0.097, -3.351], [-3.739, 0.911, -3.102], [-5.243, 1.270, -2.244], [-3.544, -1.255, -1.823], [-5.043, -0.903, -0.987], [-3.148, -0.313, 0.486], [-3.990, 1.168, 0.007], [-3.058, 2.862, -1.392], [-1.343, 3.033, -1.805], [-1.783, 4.476, 0.067], [-0.723, 3.184, 0.574], [-3.743, 3.261, 1.150], [-2.486, 3.717, 2.288], [-2.599, 2.047, 1.754]]
}

{
  "formula": "C17H27IO10",
  "method": "ωB97M-V with the def2-TZVPD basis set",
  "spin_multiplicity": 1,
  "relative_energy_kcal_mol": 0.0,
  "charge": 0,
  "homo_energy_ev": -9.535,
  "smiles": "CCOC1=C([C@H](I)CC)C(=O)OC1=O.CCOC(=O)OC.CCOC(=O)OC",
  "elements": ["C", "C", "O", "C", "C", "C", "I", "C", "C", "C", "O", "O", "C", "O", "H", "H", "H", "H", "H", "H", "H", "H", "H", "H", "H", "C", "C", "O", "C", "O", "O", "C", "H", "H", "H", "H", "H", "H", "H", "H", "C", "C", "O", "C", "O", "O", "C", "H", "H", "H", "H", "H", "H", "H", "H"],
  "positions_angstrom": [[-1.216, 1.496, -2.678], [-0.421, 2.445, -3.554], [-1.226, 3.473, -4.169], [-1.912, 4.242, -3.317], [-3.248, 4.354, -3.188], [-4.358, 3.612, -3.882], [-3.959, 3.382, -5.992], [-5.759, 4.235, -3.713], [-6.412, 3.840, -2.373], [-3.452, 5.385, -2.113], [-4.407, 6.024, -1.808], [-2.226, 5.602, -1.481], [-1.241, 5.162, -2.345], [-0.109, 5.526, -2.286], [-1.834, 2.007, -1.936], [-0.505, 0.877, -2.120], [-1.819, 0.815, -3.284], [0.007, 1.894, -4.393], [0.415, 2.905, -3.015], [-4.373, 2.601, -3.460], [-6.369, 3.880, -4.545], [-5.679, 5.317, -3.811], [-6.848, 4.717, -1.893], [-7.209, 3.114, -2.548], [-5.690, 3.396, -1.684], [-0.179, -3.089, 3.064], [0.929, -2.270, 2.439], [0.412, -1.279, 1.532], [-0.088, -0.188, 2.107], [-0.116, 0.051, 3.285], [-0.548, 0.613, 1.142], [-1.158, 1.817, 1.617], [-0.808, -3.531, 2.291], [0.248, -3.890, 3.668], [-0.808, -2.473, 3.705], [1.571, -2.901, 1.828], [1.548, -1.788, 3.194], [-0.492, 2.351, 2.291], [-2.094, 1.592, 2.126], [-1.354, 2.422, 0.736], [7.660, -4.279, 3.171], [6.515, -4.588, 4.111], [5.239, -4.442, 3.463], [4.878, -5.456, 2.681], [5.493, -6.474, 2.501], [3.696, -5.157, 2.137], [3.198, -6.143, 1.228], [7.537, -3.287, 2.735], [8.604, -4.306, 3.714], [7.708, -5.006, 2.362], [6.488, -3.876, 4.933], [6.597, -5.591, 4.528], [3.181, -7.126, 1.693], [3.810, -6.171, 0.328], [2.187, -5.834, 0.976]]
}

{
  "formula": "C17H27N3O4S",
  "method": "ωB97M-V with the def2-TZVPD basis set",
  "spin_multiplicity": 1,
  "relative_energy_kcal_mol": 43.4,
  "charge": 0,
  "homo_energy_ev": -8.424,
  "smiles": "CN(C)S(=O)(=O)c1ccc(C(=O)NCC(C)(C)N2CCOCC2)cc1",
  "elements": ["C", "N", "C", "S", "O", "O", "C", "C", "C", "C", "C", "O", "N", "C", "C", "C", "C", "N", "C", "C", "O", "C", "C", "C", "C", "H", "H", "H", "H", "H", "H", "H", "H", "H", "H", "H", "H", "H", "H", "H", "H", "H", "H", "H", "H", "H", "H", "H", "H", "H", "H", "H"],
  "positions_angstrom": [[-6.028, -0.539, 1.541], [-5.846, 0.627, 0.709], [-7.023, 1.458, 0.578], [-5.146, 0.213, -0.772], [-5.138, 1.387, -1.593], [-5.725, -0.987, -1.310], [-3.470, -0.135, -0.245], [-2.753, 0.870, 0.376], [-1.457, 0.615, 0.788], [-0.882, -0.632, 0.557], [0.523, -0.851, 1.028], [0.939, -0.375, 2.066], [1.283, -1.596, 0.195], [2.682, -1.848, 0.437], [3.651, -1.105, -0.527], [3.399, -1.575, -1.965], [5.081, -1.536, -0.154], [3.592, 0.353, -0.451], [3.742, 0.933, 0.877], [4.097, 2.413, 0.725], [3.102, 3.116, 0.019], [2.901, 2.530, -1.243], [2.512, 1.053, -1.126], [-1.620, -1.634, -0.066], [-2.922, -1.384, -0.464], [-5.075, -1.060, 1.611], [-6.776, -1.223, 1.125], [-6.338, -0.222, 2.536], [-7.905, 0.881, 0.277], [-7.220, 1.950, 1.531], [-6.809, 2.204, -0.183], [-3.220, 1.829, 0.527], [-0.873, 1.371, 1.291], [0.897, -1.901, -0.683], [2.870, -2.923, 0.350], [2.876, -1.539, 1.466], [4.050, -1.033, -2.646], [3.624, -2.636, -2.045], [2.369, -1.427, -2.279], [5.248, -2.572, -0.440], [5.263, -1.453, 0.913], [5.794, -0.909, -0.681], [4.550, 0.440, 1.414], [2.816, 0.852, 1.468], [4.175, 2.891, 1.702], [5.058, 2.501, 0.194], [2.103, 3.098, -1.724], [3.821, 2.610, -1.842], [2.367, 0.664, -2.131], [1.560, 0.991, -0.572], [-1.194, -2.616, -0.215], [-3.527, -2.138, -0.943]]
}